Record 1
The following is a quantum chemistry calculation of C21H26N4O3 in the gas phase, from OMol25.

## Properties
gap between HOMO and LUMO: 9.8 eV
E_LUMO: 0.7309 eV
SMILES string: C[C@@H](c1ccon1)N(C)C(=O)CCc1nnc(CCCCc2ccccc2)o1
charge: 0
highest occupied orbital energy: -9.1 eV

CARTESIAN COORDINATES (ANGSTROEM)
C  -6.385187  -0.366021  -0.386398
H  -6.938973  -0.910529  0.371458
H  -6.493100  -0.896882  -1.328253
H  -6.799973  0.633355  -0.489199
C  -4.919696  -0.275593  0.031209
C  -4.302383  -1.620354  0.239545
N  -5.005560  -2.721832  0.294821
O  -4.144906  -3.742414  0.509279
C  -2.900438  -3.255716  0.578973
C  -2.919771  -1.906357  0.414958
H  -2.101985  -1.217954  0.409497
H  -2.110420  -3.959835  0.746277
N  -4.126082  0.488732  -0.924740
C  -3.598187  1.664032  -0.524511
O  -3.838069  2.143307  0.570396
C  -2.685831  2.391992  -1.507658
H  -2.227079  1.702197  -2.209682
H  -3.275861  3.129526  -2.054822
C  -1.592108  3.089927  -0.700922
C  -0.840127  2.067445  0.063164
N  -0.880533  0.787093  -0.103916
N  -0.071565  0.237123  0.832384
C  0.425141  1.208160  1.522197
O  -0.020476  2.408153  1.080254
C  1.351915  1.127970  2.675311
H  0.754084  1.037128  3.587258
H  1.911220  2.064389  2.732871
C  2.295681  -0.068931  2.555982
C  3.270020  0.089022  1.392184
C  4.200017  -1.122048  1.262622
C  5.140987  -0.938416  0.106784
C  6.407425  -0.401975  0.297726
C  7.257693  -0.197959  -0.774835
C  6.849350  -0.525493  -2.056097
C  5.587157  -1.057763  -2.257969
C  4.739940  -1.261131  -1.183725
H  3.755773  -1.678080  -1.344571
H  5.263062  -1.316394  -3.255749
H  7.512576  -0.368127  -2.893981
H  8.241704  0.216851  -0.610177
H  6.732154  -0.145930  1.296676
H  4.765350  -1.242786  2.189078
H  3.594383  -2.017638  1.111244
H  3.873067  0.989745  1.533571
H  2.707611  0.204036  0.463797
H  2.853597  -0.172556  3.488580
H  1.698023  -0.968994  2.408258
H  -2.036532  3.787395  0.012598
H  -0.910976  3.643729  -1.351923
C  -3.849130  -0.130023  -2.200728
H  -4.451689  -1.031383  -2.285797
H  -4.111011  0.536995  -3.023762
H  -2.796922  -0.414493  -2.282905
H  -4.853363  0.285313  0.973377

Forces on atoms 1 to 3 (eV/Å):
C 0.22 0.07 0.14
H -0.13 -0.07 0.02
H -0.05 -0.08 -0.10

---

Record 2
The following is a quantum chemistry calculation of C3H2ClNO in the gas phase, from OMol25.

## Properties
gap between HOMO and LUMO: 8.1 eV
E_LUMO: -1.1335 eV
charge: 0
highest occupied orbital energy: -9.2 eV

CARTESIAN COORDINATES (ANGSTROEM)
C  -0.939814  -1.754126  0.320599
C  2.296949  -1.070045  -0.176217
C  0.050629  -0.616098  0.789871
N  1.398096  -0.368576  0.274479
O  3.319337  -1.387333  -0.574633
Cl  -2.140604  -1.124837  -0.551275
H  -0.374207  0.337839  0.776605
H  0.214233  -0.867388  2.026038

Forces on atoms 1 to 3 (eV/Å):
C 3.06 -0.31 0.88
C -1.90 2.32 1.31
C 1.13 -1.50 3.64

---

Record 3
The following is a quantum chemistry calculation of a molecular structure, C4H7CoO4, from OMol25.

## Properties
gap between HOMO and LUMO (spin up / spin down): 7.3 / 9.6 eV
E_LUMO (spin up / spin down): 0.6400 / -0.3531 eV
charge: 0
highest occupied orbital energy (spin up / spin down): -6.7 / -10.0 eV
2S+1: 5
⟨S²⟩: 6.00

CARTESIAN COORDINATES (ANGSTROEM)
O  1.089350  0.210890  1.369989
C  0.425129  -0.991737  1.104611
C  -0.412510  -0.845048  -0.156849
O  -1.139888  0.379131  -0.041533
C  -2.066013  0.603165  -1.091400
Co  -0.049401  1.757842  0.991994
H  -0.229110  -1.269525  1.951082
H  1.133172  -1.825802  0.955475
H  -1.116784  -1.683559  -0.271191
H  0.227587  -0.786313  -1.053662
H  -2.828126  -0.189053  -1.095116
H  -2.543275  1.572681  -0.910332
H  -1.547845  0.621300  -2.062017
O  2.520594  1.839070  -0.072777
C  2.889232  0.749130  0.255839
O  3.647884  -0.142168  0.125894

Forces on atoms 1 to 3 (eV/Å):
O -0.14 0.28 -0.23
C 0.01 -0.15 0.06
C 0.24 -0.66 -0.22

---

Record 4
The following is a quantum chemistry calculation of C4H7O2P in the gas phase, from OMol25.

## Properties
gap between HOMO and LUMO (spin up / spin down): 6.8 / 6.7 eV
E_LUMO (spin up / spin down): 0.8706 / -3.0887 eV
charge: 0
highest occupied orbital energy (spin up / spin down): -5.9 / -9.8 eV
2S+1: 3
⟨S²⟩: 2.01

CARTESIAN COORDINATES (ANGSTROEM)
C  1.119263  -0.997860  0.393058
C  -0.166478  -1.238599  0.520248
C  1.565808  0.318614  -0.119986
C  0.433735  1.291785  -0.264920
O  -2.282698  0.821620  1.060635
O  -2.237407  -0.544257  -0.988050
P  -1.269794  0.174393  0.161897
H  1.828812  -1.709335  0.560530
H  -0.628794  -2.287730  0.740624
H  2.344565  0.685956  0.390073
H  1.895435  0.198946  -1.080583
H  0.167760  1.818003  -1.160426
H  -3.089448  -0.543669  -0.639353
H  0.319241  2.012132  0.426257

Forces on atoms 1 to 3 (eV/Å):
C 8.17 2.75 -0.76
C -11.61 -2.68 1.27
C -3.62 -0.69 -0.63

---

Record 5
The following is a quantum chemistry calculation of 2 unconnected molecules or ions with the total composition C4H14N2S, from OMol25.

## Properties
gap between HOMO and LUMO: 9.1 eV
E_LUMO: 0.8605 eV
SMILES string: NCCN.CCS
charge: 0
highest occupied orbital energy: -8.3 eV

CARTESIAN COORDINATES (ANGSTROEM)
C  0.505610  -0.723534  1.681336
N  1.708059  -0.867120  2.514201
C  -0.068301  0.676874  1.812999
N  -1.278759  0.965911  1.035192
H  -0.189991  -1.509693  1.977188
H  0.787871  -0.933363  0.652208
H  2.394782  -0.147555  2.328378
H  1.441364  -0.795944  3.489213
H  0.677755  1.445199  1.613008
H  -0.353048  0.807050  2.865899
H  -1.273427  1.770335  0.438137
H  -1.051588  0.249568  -0.415183
H  -2.036325  0.313468  0.977086
C  1.087552  1.061528  -1.821780
C  0.041277  0.369690  -2.654531
S  -0.977287  -0.828532  -1.446086
H  1.579076  0.312827  -1.202267
H  0.716481  1.854108  -1.170078
H  1.838795  1.545960  -2.453778
H  0.403542  -0.400530  -3.325426
H  -0.739369  0.973806  -3.100223

Forces on atoms 1 to 3 (eV/Å):
C 1.12 0.15 -0.21
N -0.39 -0.32 0.17
C -1.51 0.06 0.75

---

Record 6
The following is a quantum chemistry calculation of a molecular structure, C18H26F6HfIN3O4Si, from OMol25.

## Properties
gap between HOMO and LUMO: 7.0 eV
E_LUMO: 4.6753 eV
charge: -2
highest occupied orbital energy: -2.3 eV

CARTESIAN COORDINATES (ANGSTROEM)
Hf  -1.011532  0.837468  0.373363
C  -0.822932  -0.024732  -4.888937
C  0.549968  -0.140532  -4.234137
N  0.500268  -0.844332  -2.965937
C  0.350068  -2.280232  -3.145437
C  -0.653032  -2.906732  -2.174137
C  1.588668  -0.443132  -2.095437
C  1.586668  -1.054932  -0.689837
N  0.310868  -0.968732  -0.004737
C  0.083868  -1.862632  0.950663
C  -1.265232  -2.153432  1.326163
F  -2.249132  -1.474432  0.652463
C  -1.627632  -3.065632  2.284063
F  -2.933632  -3.295732  2.551963
C  -0.672632  -3.805832  2.970563
C  0.647668  -3.562432  2.639063
F  1.609368  -4.270732  3.293663
C  1.028268  -2.661732  1.667663
F  2.373968  -2.526632  1.460863
H  -0.712832  0.259368  -5.933737
H  -1.419232  0.718668  -4.373537
H  -1.361532  -0.963632  -4.834737
H  0.937668  0.866168  -4.059537
H  1.247968  -0.635932  -4.944837
H  1.329668  -2.789632  -3.080537
H  -0.015632  -2.448032  -4.162237
H  -0.185232  -3.225832  -1.247237
H  -1.126132  -3.775332  -2.631337
H  -1.413032  -2.164532  -1.945737
H  1.545168  0.636868  -1.999237
H  2.579568  -0.694832  -2.545037
H  2.386568  -0.547232  -0.128337
H  1.873768  -2.109832  -0.798537
H  -0.933532  -4.521832  3.727863
I  -3.349932  2.430668  0.679263
O  -3.390532  -0.539732  -2.939937
C  -2.848532  0.304168  -2.251037
O  -2.042932  0.124168  -1.290737
H  -3.071632  1.394368  -2.479037
C  2.107568  2.063668  3.915763
Si  0.890168  2.665368  2.556063
C  -0.619332  3.380468  3.513063
C  1.794368  4.150768  1.746863
O  0.508868  1.563368  1.496063
H  2.475868  2.909768  4.492063
H  2.967768  1.544368  3.504263
H  1.619068  1.387668  4.608863
H  -0.331532  3.870768  4.441563
H  -1.325432  2.591868  3.763363
H  -1.152132  4.107468  2.907463
H  2.060068  4.914168  2.472263
H  1.164768  4.600568  0.989563
H  2.700168  3.813468  1.254163
O  -1.400932  -0.331032  4.706263
C  -1.455432  -0.048932  3.557863
N  -1.550832  0.215168  2.414763
F  1.226768  2.470668  -1.000437
C  -0.165332  2.321368  -1.165437
F  -0.631832  3.553468  -0.643737
H  -0.306232  2.442568  -2.264337

Forces on atoms 1 to 3 (eV/Å):
Hf 0.13 -1.31 0.30
C 0.35 0.03 0.10
C -0.05 -0.06 -0.16

---

Record 7
The following is a quantum chemistry calculation of 2 unconnected molecules or ions with the total composition C10H16, from OMol25.

## Properties
gap between HOMO and LUMO (spin up / spin down): 8.7 / 4.6 eV
E_LUMO (spin up / spin down): -4.3730 / -8.5386 eV
charge: +1
highest occupied orbital energy (spin up / spin down): -13.1 / -13.1 eV
2S+1: 2
⟨S²⟩: 0.77

CARTESIAN COORDINATES (ANGSTROEM)
C  -1.421958  1.345819  -3.016085
C  -1.408371  2.577600  -2.074682
C  -2.260827  0.195094  -2.319092
H  -0.419995  0.994075  -3.420029
H  -1.842916  1.593505  -4.001875
H  -2.012400  3.484832  -2.614428
H  -1.707678  2.381251  -1.041931
H  -3.263398  0.645281  -1.892383
H  -1.812637  -0.134131  -1.292977
H  -0.318034  2.785518  -2.082511
H  -2.785275  -0.270120  -3.134819
C  2.313569  -0.760080  -0.690962
C  1.661478  0.167834  1.598136
C  1.359609  -0.776330  0.531633
C  0.945045  0.117945  2.786009
C  0.236705  -1.543184  0.604048
C  -0.131944  -0.714852  2.819092
C  -0.527609  -1.461934  1.766190
H  2.403275  0.926550  1.542266
H  1.241119  0.640222  3.688545
H  2.945737  0.050554  -0.746270
H  1.715061  -0.738386  -1.616343
H  0.134505  -2.247586  -0.284260
H  -0.472557  -1.099679  3.780342
H  -1.275869  -2.117040  1.898274
H  2.876876  -1.782316  -0.807318

Forces on atoms 1 to 3 (eV/Å):
C -0.73 -1.02 0.34
C 0.89 1.55 -2.56
C -1.48 3.12 1.37

---

Record 8
The following is a quantum chemistry calculation of 7 unconnected molecules or ions with the total composition C24H67N5O9, from OMol25.

## Properties
gap between HOMO and LUMO: 8.0 eV
E_LUMO: 0.3197 eV
SMILES string: COC[C@H](C)N.COC[C@H](C)N.COC[C@H](C)N.COC[C@H](C)N.COC[C@H](C)N.OCCO.OCCO
charge: 0
highest occupied orbital energy: -7.6 eV

CARTESIAN COORDINATES (ANGSTROEM)
C  -3.711086  -3.122876  -0.475190
C  -4.042086  -2.455876  0.920810
O  -3.387086  -1.210876  0.924810
O  -3.802086  -2.180876  -1.333190
H  -4.437086  -3.900876  -0.640190
H  -2.726086  -3.544876  -0.364190
H  -3.764086  -3.030876  1.853810
H  -5.112086  -2.341876  1.106810
H  -3.817086  -0.661876  1.606810
H  -4.509086  -1.664876  -0.990190
C  0.837914  -2.299876  0.645810
C  -0.133086  -1.188876  0.866810
O  -1.012086  -1.128876  -0.302190
O  1.664914  -1.945876  -0.222190
H  0.382914  -3.196876  0.371810
H  1.426914  -2.433876  1.570810
H  0.369914  -0.191876  1.025810
H  -0.817086  -1.378876  1.726810
H  -1.899086  -1.320876  0.059810
H  2.300914  -1.380876  0.211810
C  4.972914  -1.236876  -1.439190
C  4.314914  0.149124  -1.598190
C  4.226914  0.913124  -0.220190
O  3.288914  0.067124  0.522810
C  3.127914  0.559124  1.875810
N  5.093914  0.846124  -2.614190
H  5.989914  -1.294876  -0.998190
H  4.963914  -1.783876  -2.342190
H  4.297914  -1.808876  -0.791190
H  3.358914  -0.112876  -1.951190
H  3.866914  1.980124  -0.286190
H  5.150914  0.838124  0.338810
H  4.044914  0.361124  2.507810
H  2.255914  0.211124  2.301810
H  3.019914  1.622124  1.934810
H  5.880914  1.285124  -2.107190
H  4.587914  1.716124  -2.822190
C  2.141914  4.162124  2.344810
C  0.807914  4.049124  3.086810
C  0.505914  2.572124  3.415810
O  -0.033086  1.844124  2.285810
C  -1.415086  1.951124  2.088810
N  1.041914  4.844124  4.273810
H  2.948914  3.920124  3.016810
H  2.284914  5.178124  2.021810
H  2.259914  3.552124  1.455810
H  0.052914  4.375124  2.432810
H  -0.197086  2.458124  4.220810
H  1.390914  2.005124  3.694810
H  -1.866086  1.647124  3.030810
H  -1.692086  1.291124  1.313810
H  -1.725086  2.971124  1.895810
H  1.605914  4.294124  4.895810
H  0.120914  4.918124  4.753810
C  2.892914  -2.586876  -4.412190
C  1.391914  -2.387876  -4.537190
C  0.860914  -2.253876  -3.137190
O  -0.579086  -2.069876  -3.398190
C  -1.276086  -3.157876  -2.742190
N  1.025914  -1.166876  -5.193190
H  3.428914  -1.747876  -3.916190
H  3.334914  -2.726876  -5.402190
H  3.227914  -3.423876  -3.819190
H  0.955914  -3.178876  -5.201190
H  1.201914  -1.457876  -2.575190
H  1.071914  -3.188876  -2.561190
H  -1.112086  -3.268876  -1.703190
H  -1.025086  -4.144876  -3.171190
H  -2.320086  -3.066876  -2.920190
H  1.961914  -0.701876  -5.115190
H  1.268914  -1.460876  -6.229190
C  -6.525086  -0.803876  3.492810
C  -5.250086  -0.024876  3.868810
C  -4.124086  -0.776876  4.533810
O  -2.848086  -0.218876  4.111810
C  -1.673086  -0.611876  4.803810
N  -4.717086  0.559124  2.664810
H  -7.195086  -0.175876  2.902810
H  -6.911086  -1.236876  4.393810
H  -6.211086  -1.661876  2.938810
H  -5.552086  0.748124  4.515810
H  -4.219086  -1.830876  4.202810
H  -4.219086  -0.712876  5.611810
H  -1.574086  -1.689876  4.978810
H  -1.571086  -0.028876  5.723810
H  -0.771086  -0.324876  4.219810
H  -3.865086  1.013124  2.980810
H  -5.233086  1.455124  2.509810
C  0.862914  1.772124  -1.083190
C  0.369914  1.634124  -2.521190
C  1.352914  1.380124  -3.607190
O  0.567914  1.364124  -4.780190
C  0.899914  2.500124  -5.595190
N  -0.568086  0.468124  -2.615190
H  1.569914  2.582124  -0.880190
H  1.421914  0.877124  -0.725190
H  0.000914  1.760124  -0.412190
H  -0.123086  2.614124  -2.795190
H  1.897914  0.436124  -3.422190
H  2.216914  2.036124  -3.704190
H  1.930914  2.736124  -5.808190
H  0.521914  3.390124  -5.181190
H  0.533914  2.308124  -6.544190
H  -1.480086  0.756124  -2.092190
H  -0.320086  -0.062876  -1.759190

Forces on atoms 1 to 3 (eV/Å):
C -0.20 -3.18 5.93
C 0.42 -1.35 1.31
O -0.31 -0.12 0.34

---

Largest force on an atom values, unit eV/Å, following the record order: 1.4 4.1 3.2 12.0 3.0 2.5 4.8 9.1.
M values, unit g mol⁻¹, following the record order: 382.46 103.51 178.03 118.07 122.24 795.89 136.24 569.83.